# 1
Entry from the OMol25 dataset: a structure of composition C51H29LuN12O6S3 in a non-equilibrium geometry (wB97M-V/def2-TZVPD).

Its charge is -2. Its total energy is -5499.782898 hartree. For the gap between HOMO and LUMO (alpha / beta), the calculation gives 5.05 / 5.03 eV. As for the HOMO energy (alpha / beta): -1.582 / -1.568 eV. As for the energy relative to the best compared isomer or geometry (same formula, charge and spin): 6.0 kcal/mol.

```
102
Properties=species:S:1:pos:R:3:forces:R:3:lowdin_charge:R:1
Lu -0.042 0.490 -0.415 -1.00 -1.61 1.47 1.76
C -2.151 5.187 4.038 0.03 -0.05 -0.02 -0.09
C -0.773 5.379 4.163 -0.03 -0.04 -0.03 -0.09
C 0.128 4.448 3.660 0.05 0.05 0.03 -0.01
C -0.393 3.326 3.050 0.02 -0.17 0.01 -0.12
C 0.247 2.166 2.379 0.13 -0.23 0.16 -0.32
N -0.698 1.299 1.908 0.18 0.33 -0.04 0.06
C -1.922 1.865 2.173 0.04 -0.17 0.21 -0.28
N -3.104 1.398 1.909 -0.21 0.25 -0.28 0.18
C -3.152 0.298 1.092 -0.16 -0.43 0.30 -0.27
C -4.061 -0.823 1.490 0.09 0.02 0.00 -0.07
C -5.192 -0.592 2.249 -0.05 -0.02 0.10 -0.03
C -6.019 -1.652 2.620 0.06 0.03 -0.02 -0.10
C -5.690 -2.943 2.242 0.03 0.00 -0.02 -0.10
C -4.554 -3.192 1.475 -0.05 -0.07 0.05 -0.02
C -3.747 -2.136 1.087 0.13 0.13 0.15 -0.09
C -2.619 -2.224 0.196 -0.37 0.15 -0.39 -0.31
N -1.914 -3.172 -0.602 0.29 -0.12 0.04 0.13
C -0.484 -3.148 -0.524 -0.18 0.04 -0.22 -0.25
N 0.295 -2.174 -0.102 0.19 -0.11 0.36 0.11
C 1.611 -2.620 -0.209 0.17 -0.21 0.05 -0.34
N 2.711 -1.949 0.085 -0.09 0.25 -0.01 0.19
C 2.774 -0.734 0.581 0.17 -0.31 -0.12 -0.32
N 1.709 0.081 0.984 0.47 0.37 0.15 0.02
C 2.215 1.145 1.619 -0.15 -0.27 0.21 -0.28
N 1.542 2.122 2.286 0.19 0.18 -0.18 0.19
C 3.663 1.106 1.581 0.06 0.07 0.05 -0.11
C 4.634 1.995 2.040 0.00 -0.02 0.03 -0.02
C 5.960 1.671 1.832 0.01 -0.04 -0.01 -0.11
C 6.315 0.473 1.178 -0.07 0.01 0.01 -0.11
C 5.355 -0.409 0.722 0.06 0.01 0.04 -0.03
C 4.013 -0.080 0.924 -0.08 -0.01 0.04 -0.11
C 1.624 -3.939 -0.779 0.04 0.15 0.05 -0.12
C 2.643 -4.827 -1.141 -0.02 -0.04 -0.03 -0.03
C 2.285 -6.039 -1.695 -0.06 0.06 0.02 -0.11
C 0.929 -6.383 -1.894 0.04 0.03 0.00 -0.12
C -0.082 -5.511 -1.543 0.00 0.05 -0.03 -0.03
C 0.277 -4.279 -0.988 -0.06 -0.10 0.03 -0.12
N -2.391 0.230 0.059 -0.31 0.26 -0.17 0.04
C -1.752 3.134 2.927 -0.06 -0.09 -0.06 -0.10
C -2.660 4.056 3.407 -0.06 0.04 0.04 -0.02
H -2.830 5.938 4.425 0.01 0.00 0.00 0.09
H -0.406 6.279 4.642 0.00 0.00 0.00 0.09
H 1.200 4.596 3.710 -0.03 -0.01 0.02 0.11
H -5.415 0.423 2.552 0.02 -0.02 0.01 0.10
H -6.909 -1.463 3.206 0.01 -0.01 0.00 0.09
H -6.324 -3.771 2.538 0.01 0.01 -0.01 0.09
H -4.297 -4.196 1.164 0.00 0.02 0.01 0.11
H 4.341 2.915 2.531 0.00 -0.02 -0.01 0.11
H 6.740 2.343 2.169 0.00 0.00 -0.01 0.08
H 7.364 0.247 1.024 0.00 0.01 0.00 0.09
H 5.624 -1.326 0.213 -0.01 0.00 0.01 0.10
H 3.681 -4.555 -0.992 -0.01 -0.02 0.00 0.10
H 3.054 -6.744 -1.988 0.00 0.00 -0.01 0.08
H 0.685 -7.344 -2.332 0.00 0.00 -0.01 0.08
H -1.125 -5.754 -1.704 0.02 0.01 0.02 0.11
H -3.724 3.903 3.279 0.01 -0.01 0.01 0.11
O 1.210 1.631 -2.075 -0.16 0.15 -0.25 -0.40
S 0.040 1.669 -2.963 -0.08 0.00 -1.02 0.50
O 0.326 1.315 -4.326 -0.01 -0.01 -0.08 -0.29
O -1.030 0.855 -2.324 -0.07 0.30 -0.83 -0.44
C -0.770 3.275 -3.091 -0.01 0.12 0.13 -0.20
C -1.540 3.427 -4.241 0.14 0.04 0.12 -0.06
C -2.362 4.534 -4.381 -0.02 0.04 -0.02 -0.08
C -2.431 5.487 -3.377 -0.02 0.02 -0.07 -0.08
C -1.666 5.342 -2.230 0.07 0.03 -0.02 -0.05
C -0.832 4.246 -2.089 0.00 -0.24 -0.17 -0.22
S 0.116 4.049 -0.601 0.02 -0.06 0.06 0.49
O 1.494 4.202 -0.980 0.10 0.00 0.09 -0.29
O -0.380 5.003 0.361 -0.19 0.01 -0.05 -0.30
O -0.273 2.655 -0.248 0.07 1.00 0.25 -0.48
H -1.490 2.664 -5.005 -0.01 0.01 0.00 0.11
H -2.964 4.640 -5.276 0.00 0.00 0.01 0.10
H -3.087 6.342 -3.485 0.00 0.00 0.01 0.10
H -1.709 6.055 -1.417 0.00 0.00 -0.02 0.11
N 1.238 -4.231 -6.538 -0.06 -0.04 -0.06 0.17
C 1.908 -4.876 -7.550 -0.05 0.01 0.03 -0.19
C 1.504 -5.781 -8.526 0.02 0.00 -0.01 -0.03
C 2.476 -6.228 -9.405 0.03 0.03 0.03 -0.12
C 3.805 -5.785 -9.309 -0.03 0.01 0.03 -0.12
C 4.195 -4.885 -8.333 0.02 -0.02 -0.03 -0.03
C 3.231 -4.424 -7.439 0.08 0.04 0.03 -0.23
N 3.349 -3.535 -6.385 0.01 -0.04 -0.08 0.18
C 2.148 -3.446 -5.878 -0.03 0.03 0.08 -0.26
C 1.755 -2.618 -4.729 0.02 -0.04 -0.10 -0.13
C 0.429 -2.482 -4.354 -0.07 -0.03 -0.01 0.02
C 0.117 -1.706 -3.252 -0.03 -0.10 0.16 -0.11
N 1.040 -1.096 -2.511 -0.02 0.05 -0.24 0.03
C 2.314 -1.202 -2.896 -0.05 0.01 0.08 -0.10
C 2.718 -1.945 -3.988 0.07 -0.02 0.01 0.01
H 0.268 -4.327 -6.296 0.01 -0.02 0.03 0.15
H 0.479 -6.123 -8.599 0.01 0.01 0.01 0.10
H 2.206 -6.932 -10.181 0.00 0.00 0.00 0.09
H 4.536 -6.157 -10.016 -0.01 0.00 0.00 0.09
H 5.218 -4.540 -8.255 -0.02 -0.01 0.00 0.11
H -0.390 -2.947 -4.889 0.01 0.01 0.01 0.11
H -0.924 -1.574 -2.973 0.07 0.02 0.00 0.07
H 3.040 -0.675 -2.289 -0.01 0.02 -0.01 0.12
H 3.762 -2.015 -4.262 -0.01 0.00 0.02 0.11
S -3.741 -2.010 -2.579 0.03 0.05 0.07 0.40
C -2.665 -2.043 -1.273 -0.28 -0.11 0.31 -0.84
N -2.010 -1.032 -0.370 1.01 0.36 -0.50 -0.09
```
Forces are in eV/Å.


# 2
Entry from the OMol25 dataset: a cluster of 8 separate species, C51H35ClN3O17PS in total in a non-equilibrium geometry (wB97M-V/def2-TZVPD).

Its total energy is -4607.155629 hartree. For the gap between HOMO and LUMO, the calculation gives 6.95 eV. Its SMILES is [H]/N=C/CC1=C(P(O)Cl)C(=O)C(N=C=S)=C(N)C1=O.O=C1C=CC(=O)C=C1.O=C1C=CC(=O)C=C1.O=C1C=CC(=O)C=C1.O=C1C=CC(=O)C=C1.O=C1C=CC(=O)C=C1.O=C1C=CC(=O)C=C1.O=C1C=CC(=O)C=C1. As for the HOMO energy: -8.943 eV. As for the energy relative to the best compared isomer or geometry (same formula, charge and spin): 79.4 kcal/mol.

```
109
Properties=species:S:1:pos:R:3:forces:R:3:lowdin_charge:R:1
H -0.123 -2.171 3.094 -0.50 -0.02 -0.60 0.03
N -0.805 -2.200 2.310 1.25 2.53 -1.45 0.09
C -0.506 -1.221 1.487 -1.32 -1.66 0.53 -0.20
C -1.448 -1.048 0.186 0.02 -0.51 1.01 -0.12
C -2.896 -0.705 0.756 0.18 1.89 -0.13 -0.11
C -3.283 0.630 1.024 -0.67 -3.62 1.55 -0.25
P -2.232 2.167 0.718 0.19 0.70 -0.83 0.69
O -0.564 1.848 0.889 -1.93 0.05 1.28 -0.38
Cl -2.672 3.424 2.398 0.44 -1.11 -0.54 0.18
C -4.771 0.807 1.602 -0.51 1.17 -0.44 -0.28
O -5.342 1.904 1.497 1.33 -2.97 0.51 0.02
C -5.511 -0.450 2.262 1.53 -1.15 -0.82 -0.14
N -6.699 -0.166 3.130 -2.74 -0.09 -4.34 0.08
C -7.682 -0.013 2.293 1.40 1.24 -0.25 -0.63
S -8.749 0.421 1.097 2.38 -1.40 3.26 0.73
C -5.085 -1.766 1.997 0.00 1.61 0.42 -0.14
N -5.725 -2.958 2.528 1.77 1.64 0.30 0.10
C -3.848 -1.942 1.030 -0.05 -1.27 -0.82 -0.22
O -3.644 -3.041 0.481 -0.48 3.07 1.69 0.08
H 0.336 -0.487 1.677 -0.97 -0.87 -0.40 0.10
H -1.468 -2.058 -0.351 -0.12 1.46 0.81 0.12
H -1.039 -0.255 -0.520 -0.71 -0.94 1.04 0.10
H -0.316 1.880 1.838 -0.01 -0.19 -0.55 0.04
H -6.071 -2.716 3.472 -0.13 -0.13 -0.79 0.09
H -4.992 -3.674 2.682 -0.62 0.41 -0.53 0.10
O 1.928 -1.552 3.149 0.40 0.00 0.06 0.06
C 2.979 -2.073 2.822 -0.20 0.04 0.09 -0.37
C 4.160 -1.259 2.462 0.24 0.06 -0.09 0.03
C 5.309 -1.830 2.101 -0.14 0.30 0.05 0.03
C 5.452 -3.301 2.048 0.30 -0.21 -0.09 -0.37
O 6.500 -3.821 1.721 -0.20 0.15 0.04 0.11
C 4.271 -4.115 2.407 -0.31 -0.09 0.09 0.03
C 3.122 -3.543 2.768 0.11 -0.21 -0.03 0.03
H 4.038 -0.184 2.507 -0.03 -0.02 0.01 0.12
H 6.183 -1.249 1.834 0.01 -0.04 0.00 0.12
H 4.393 -5.190 2.362 0.06 0.01 -0.01 0.13
H 2.248 -4.123 3.035 -0.02 0.03 -0.01 0.13
O -1.906 3.558 -2.156 0.16 0.27 -0.19 0.05
C -1.251 4.544 -2.435 -0.19 -0.32 0.03 -0.38
C -1.036 5.626 -1.451 0.10 0.28 0.13 0.02
C -0.320 6.708 -1.758 -0.16 -0.14 0.23 0.02
C 0.291 6.870 -3.095 0.18 0.27 -0.11 -0.39
O 0.946 7.857 -3.374 -0.12 -0.19 0.06 0.10
C 0.076 5.788 -4.079 -0.10 -0.17 -0.02 0.02
C -0.639 4.706 -3.772 0.15 0.09 -0.22 0.03
H -1.490 5.491 -0.477 -0.02 -0.04 -0.02 0.12
H -0.153 7.510 -1.050 0.02 0.01 -0.03 0.12
H 0.529 5.922 -5.052 0.00 -0.03 0.06 0.10
H -0.805 3.904 -4.480 0.02 0.02 -0.01 0.11
O 11.906 -6.873 2.533 -0.40 -0.61 0.17 0.07
C 10.701 -7.066 2.548 0.05 0.03 -0.05 -0.36
C 10.104 -8.126 3.390 -0.14 -0.18 0.15 0.02
C 8.789 -8.338 3.404 0.27 -0.12 0.14 0.02
C 7.870 -7.522 2.580 -0.39 0.11 -0.08 -0.38
O 6.669 -7.715 2.596 0.23 -0.01 0.05 0.10
C 8.467 -6.463 1.739 0.22 0.05 -0.09 0.03
C 9.784 -6.251 1.724 -0.13 -0.13 -0.30 0.03
H 10.791 -8.713 3.988 0.02 0.02 -0.02 0.12
H 8.334 -9.109 4.014 -0.03 0.01 -0.02 0.12
H 7.781 -5.876 1.142 0.00 0.00 0.06 0.11
H 10.241 -5.476 1.113 -0.26 -0.38 0.26 0.09
O 0.045 7.529 -11.059 0.02 -0.17 0.22 0.11
C 0.105 6.791 -10.095 -0.03 0.27 -0.36 -0.39
C 1.220 6.880 -9.128 0.18 -0.08 0.28 0.03
C 1.285 6.069 -8.071 0.12 0.21 -0.13 0.02
C 0.246 5.048 -7.822 0.00 -0.22 0.20 -0.38
O 0.305 4.309 -6.856 -0.02 0.14 -0.20 0.09
C -0.869 4.959 -8.788 -0.15 0.07 -0.24 0.03
C -0.935 5.770 -9.844 -0.14 -0.25 0.17 0.02
H 1.972 7.634 -9.325 -0.04 0.00 -0.03 0.12
H 2.095 6.120 -7.354 -0.01 -0.02 0.01 0.12
H -1.622 4.205 -8.590 0.03 0.00 0.04 0.12
H -1.744 5.719 -10.562 0.03 0.04 -0.01 0.12
O -10.284 0.327 -2.332 0.17 0.18 -0.09 0.09
C -9.556 1.119 -2.901 -0.24 -0.27 0.19 -0.39
C -8.199 0.733 -3.342 0.29 0.05 -0.14 0.02
C -7.400 1.602 -3.963 -0.04 -0.30 0.12 0.02
C -7.839 2.987 -4.238 0.27 0.28 -0.19 -0.39
O -7.111 3.778 -4.807 -0.16 -0.17 0.11 0.10
C -9.196 3.373 -3.797 -0.29 -0.06 0.14 0.02
C -9.994 2.504 -3.176 0.03 0.30 -0.12 0.02
H -7.894 -0.285 -3.134 -0.05 0.01 0.02 0.12
H -6.403 1.336 -4.293 0.00 0.05 0.00 0.12
H -9.501 4.391 -4.005 0.05 -0.01 -0.01 0.12
H -10.991 2.769 -2.846 0.01 -0.05 0.02 0.12
O -11.858 2.204 4.112 0.09 -0.15 0.20 0.11
C -11.378 1.516 4.993 -0.15 0.24 -0.33 -0.38
C -10.066 0.856 4.824 0.25 -0.18 0.13 0.02
C -9.542 0.101 5.789 0.03 0.10 -0.28 0.02
C -10.249 -0.108 7.071 0.18 -0.24 0.28 -0.39
O -9.770 -0.796 7.952 -0.11 0.14 -0.18 0.10
C -11.562 0.552 7.240 -0.25 0.19 -0.10 0.02
C -12.086 1.307 6.275 -0.04 -0.13 0.31 0.02
H -9.561 1.020 3.880 -0.09 0.06 0.03 0.07
H -8.582 -0.390 5.682 0.00 0.01 0.03 0.11
H -12.067 0.388 8.184 0.04 -0.02 0.00 0.12
H -13.045 1.798 6.382 0.01 0.01 -0.04 0.12
O 16.026 -2.833 0.932 -0.27 0.01 -0.03 0.11
C 14.825 -3.026 0.947 0.46 -0.07 0.06 -0.39
C 14.228 -4.085 1.789 -0.26 -0.07 0.01 0.03
C 12.911 -4.297 1.803 0.16 0.09 0.34 0.03
C 11.994 -3.481 0.979 -0.09 0.02 0.01 -0.36
O 10.790 -3.673 0.994 0.44 0.61 -0.16 0.07
C 12.591 -2.422 0.137 0.15 0.18 -0.14 0.02
C 13.907 -2.210 0.123 -0.29 0.11 -0.12 0.02
H 14.914 -4.672 2.386 0.01 0.03 -0.01 0.13
H 12.454 -5.071 2.414 0.24 0.36 -0.26 0.09
H 11.905 -1.835 -0.461 -0.02 -0.02 0.02 0.12
H 14.361 -1.439 -0.487 0.03 -0.02 0.02 0.12
```
Forces are in eV/Å.